Here is C9H26BCdCl2F4N2O3PS as an isolated structure at a distorted geometry from OMol25. Energies are from ωB97M-V/def2-TZVPD.

Calculated values
2S+1	1
relative energy (zero: lowest compared OMol25 entry of this formula, charge and spin)	0.413	eV
E_LUMO	-0.203	Ha
frontier orbital gap	9.68	eV
charge	+2
M	543.48	g/mol

CARTESIAN COORDINATES (ANGSTROEM)
Cd  1.20290  -0.05961  -0.48577
Cl  2.90748  1.47323  -1.82328
Cl  3.55487  -1.19449  -1.03633
S  -0.62109  2.44442  -0.21991
P  0.33938  -3.16433  0.38304
F  1.74826  -1.35420  1.95015
F  2.27733  0.78745  1.36074
F  1.58914  0.31711  3.54859
F  0.11089  0.22890  1.76191
O  -0.37937  -4.37693  -0.16578
O  0.47152  -1.99150  -0.54862
O  -0.17060  1.27224  -1.12464
N  -1.91627  -3.60400  1.80178
N  2.20125  -4.95239  -0.27804
C  0.59009  5.36243  -0.95353
C  4.22512  0.29280  -1.73544
C  -3.37819  0.89897  -1.47719
C  -2.79148  0.66054  -0.08702
C  -0.91018  5.07412  -0.93733
C  -1.24379  3.66293  -1.42327
C  1.99705  -3.91909  0.79526
C  -2.18669  1.90041  0.55770
C  -0.64666  -2.80907  1.92813
B  1.44857  0.02149  2.25396
H  -3.58261  0.31372  0.58213
H  -1.30202  5.21324  0.07479
H  1.92478  -4.42960  1.75380
H  -2.72461  -3.02557  1.58181
H  2.80408  -5.72386  0.00421
H  -1.92205  1.71527  1.59736
H  -2.60074  1.16021  -2.19396
H  2.58587  -4.54312  -1.12974
H  5.00438  0.66645  -1.08190
H  -4.12275  1.69595  -1.45177
H  4.58851  0.08182  -2.73383
H  -0.72436  3.42350  -2.35213
H  -2.13662  -4.14989  2.63218
H  -1.72828  -4.25582  0.97743
H  1.23172  -5.28903  -0.50659
H  -2.02831  -0.12126  -0.14147
H  0.78780  6.36462  -0.57770
H  0.98406  5.30338  -1.96963
H  -1.42778  5.78648  -1.57950
H  -0.84636  -1.74607  2.02818
H  1.14038  4.66110  -0.32267
H  -2.86660  2.75214  0.51419
H  -3.87365  -0.00180  -1.83799
H  -2.31303  3.51661  -1.55911
H  2.81607  -3.20978  0.84279
H  -0.08741  -3.13009  2.80397

Here is C9H26MgN2O7 as an isolated structure at a distorted geometry from OMol25. Energies are from ωB97M-V/def2-TZVPD.

Calculated values
2S+1	1
relative energy (zero: lowest compared OMol25 entry of this formula, charge and spin)	0.000	eV
E_LUMO (spin up / spin down)	-0.009 / -0.007	Ha
frontier orbital gap (spin up / spin down)	4.85 / 2.54	eV
charge	0
M	298.62	g/mol

CARTESIAN COORDINATES (ANGSTROEM)
Mg  0.26864  -0.17932  -0.99323
O  1.72649  -1.44056  2.34786
O  -1.24418  2.27051  1.05314
O  2.41953  -0.77841  -1.27147
O  -2.25530  -2.54182  -0.71061
O  -0.13536  0.95173  -2.62365
O  1.61012  1.32224  -0.04786
O  0.29615  -1.78092  0.04862
N  -1.98977  -1.11226  -0.80383
N  -1.38338  1.07663  0.27954
C  -3.62586  1.97848  0.42311
C  1.58075  2.74624  -0.28394
C  1.00986  -0.83079  3.34773
C  3.14537  -0.52415  -0.04112
C  2.89438  -1.85495  -2.09388
C  -4.43457  -0.96719  -0.44912
C  -2.68246  0.87701  0.09791
C  2.98992  0.93212  0.26832
C  -3.04402  -0.43377  -0.38691
H  -0.40112  2.17981  1.53628
H  3.66890  1.48865  -0.38137
H  2.66065  -1.02656  0.78124
H  -3.37327  2.85805  -0.18132
H  3.24681  -1.44742  -3.05370
H  2.15899  -2.31214  2.43397
H  1.25875  0.23353  3.24117
H  -1.84590  -2.90495  -1.49453
H  2.06613  2.97161  -1.24167
H  -4.95469  -0.53728  -1.31222
H  -0.18871  0.61774  -3.52693
H  -0.60636  -2.08745  0.20468
H  1.11122  -1.15657  4.37556
H  -0.01223  -0.91995  2.99991
H  3.19666  1.15756  1.33127
H  0.84724  -1.94982  0.84488
H  0.54901  3.07181  -0.30872
H  2.11878  3.25334  0.52412
H  4.17094  -0.87976  -0.07790
H  3.70684  -2.43674  -1.62209
H  -0.92918  1.47494  -2.48031
H  -3.59265  2.26751  1.48299
H  -4.39115  -2.04982  -0.56840
H  -4.64703  1.67015  0.17833
H  2.04209  -2.51793  -2.30128
H  -5.00703  -0.72915  0.45546

Here is C9H26N4O3Rb as an isolated structure at a distorted geometry from OMol25. Energies are from ωB97M-V/def2-TZVPD.

Calculated values
2S+1	1
relative energy (zero: lowest compared OMol25 entry of this formula, charge and spin)	11.568	eV
E_LUMO	-0.093	Ha
frontier orbital gap	8.97	eV
charge	+1
M	323.80	g/mol

CARTESIAN COORDINATES (ANGSTROEM)
Rb  -6.25177  1.28474  -31.69111
O  -6.81684  4.54251  -29.06990
O  -5.07002  -0.64653  -31.76950
O  -7.16013  1.51265  -33.51443
N  -5.38069  1.05671  -34.72914
N  -7.30230  0.60675  -35.47319
N  -7.85923  -0.19751  -30.58764
N  -5.54912  2.57218  -30.52407
C  -7.39263  5.69120  -28.43074
C  -6.80043  -1.06653  -30.20643
C  -4.02285  -1.08424  -32.53305
C  -7.42843  -2.14567  -29.25899
C  -5.55383  4.87124  -29.64169
C  -3.49224  3.76193  -30.61674
C  -6.03434  -1.57041  -31.51756
C  -6.63269  1.11392  -34.48704
C  -4.78499  3.53452  -29.83941
H  -5.64242  5.31975  -30.63118
H  -5.93402  3.14944  -31.25804
H  -6.78164  6.20438  -27.68814
H  -5.20325  0.81299  -35.69310
H  -4.37807  -1.25794  -33.54880
H  -8.51365  -0.81826  -31.04208
H  -6.63831  -2.06951  -32.27533
H  -8.07679  -2.91951  -29.66997
H  -2.65107  4.06724  -29.99440
H  -3.24534  -0.33080  -32.65920
H  -8.28761  0.40749  -35.37540
H  -6.89307  0.37394  -36.36673
H  -3.09854  2.78043  -30.88081
H  -8.07666  -1.61982  -28.55802
H  -5.58823  -2.54804  -31.33501
H  -3.58111  -2.04126  -32.25543
H  -6.08099  -0.43211  -29.68872
H  -8.23108  5.43645  -27.78251
H  -6.43143  2.41563  -30.05808
H  -4.92485  5.49609  -29.00761
H  -4.68509  1.58854  -34.22577
H  -8.37730  0.10318  -29.77444
H  -6.58443  -2.58327  -28.72583
H  -3.41418  4.32673  -31.54572
H  -4.60584  3.07399  -28.86785
H  -7.82411  6.42873  -29.10749

Here is a 3-piece molecular cluster, C9H26O10P2Si overall at a distorted geometry from OMol25. Energies are from ωB97M-V/def2-TZVPD.

Calculated values
2S+1	1
relative energy (zero: lowest compared OMol25 entry of this formula, charge and spin)	1.975	eV
E_LUMO	-0.062	Ha
frontier orbital gap	8.21	eV
charge	0
SMILES	O=C(O)CC[SiH3].COP(=O)(OC)OC.COP(=O)(OC)OC
M	384.33	g/mol

CARTESIAN COORDINATES (ANGSTROEM)
P  0.08833  3.88283  -3.35907
P  1.25749  -0.44868  1.81283
Si  -4.11263  -5.69320  2.68683
O  1.12264  4.59294  -4.34751
O  0.35771  3.20035  -1.95939
O  -0.33284  -0.62426  1.45386
O  -0.37781  -6.61959  2.92837
O  -0.51684  5.26229  -2.79877
O  -0.86753  3.07677  -4.12615
O  1.67894  -1.69121  1.07797
O  2.73934  -0.10176  2.46316
O  0.77211  -5.80630  1.22020
O  1.35462  0.92207  0.95470
C  2.03737  3.75512  -5.08519
C  -1.57944  -5.16519  1.46240
C  0.12048  3.82880  -0.69130
C  2.47996  1.14758  0.10778
C  -2.48409  -4.72039  2.63500
C  -0.36328  -5.91218  1.96145
C  3.25968  -0.96070  3.49269
C  -1.11988  0.33310  0.73652
C  -1.37709  6.02754  -3.64347
H  2.83753  4.39258  -5.45035
H  -1.30467  -4.33380  0.81467
H  -4.12670  -6.74787  1.65149
H  -0.80217  6.79602  -4.16037
H  -2.14110  -0.04353  0.74243
H  -4.31136  -6.25057  4.04270
H  -0.94383  3.99633  -0.54770
H  2.93427  0.21567  -0.22769
H  2.46563  2.97686  -4.45421
H  4.06055  -0.42137  3.99248
H  -2.73554  -3.66708  2.51735
H  -0.76040  0.40451  -0.28827
H  0.48266  3.14084  0.06978
H  0.96245  -4.88869  0.98729
H  -1.10808  1.31215  1.20906
H  3.65443  -1.86995  3.04106
H  0.66419  4.76529  -0.59992
H  -2.11884  6.50596  -3.00732
H  -1.88167  5.39156  -4.37010
H  2.12795  1.70407  -0.75949
H  -2.10789  -5.88318  0.82953
H  -5.22663  -4.74179  2.45555
H  -1.99971  -4.86840  3.59749
H  3.22594  1.74598  0.63059
H  1.51688  3.30054  -5.92645
H  2.49891  -1.21809  4.22753

Here is a 3-piece molecular cluster, C9H27BN2O9S2 overall at a distorted geometry from OMol25. Energies are from ωB97M-V/def2-TZVPD.

Calculated values
2S+1	1
E_LUMO	0.010	Ha
frontier orbital gap	9.38	eV
charge	0
SMILES	NCOC[C@H](N)B(O)O.CCOS(C)(=O)=O.CCOS(C)(=O)=O
M	382.27	g/mol

CARTESIAN COORDINATES (ANGSTROEM)
S  -3.49124  0.81603  -3.62258
S  0.56927  -3.36702  1.49908
O  1.34986  -3.07693  0.31576
O  1.16536  -3.43759  2.81587
O  -2.75176  2.01985  -2.81013
O  1.77657  2.30786  -1.38736
O  3.76014  0.89029  -0.71518
O  0.87465  2.64400  2.89689
O  -3.05452  -0.45391  -3.08385
O  -3.43770  1.11050  -5.03844
O  -0.29697  -4.72376  1.24420
N  3.94023  3.71013  1.23557
N  0.30894  0.21641  3.25922
C  -5.13871  1.13940  -3.04435
C  0.38261  -5.89761  0.82449
C  -1.33529  2.00732  -2.71346
C  1.06883  -6.58525  1.98936
C  2.84136  2.65945  1.16864
C  -0.09594  1.56160  2.67986
C  1.35213  3.23672  1.63847
C  -0.80099  -2.23948  1.56341
C  -0.68971  2.50786  -3.99150
B  2.77853  1.96390  -0.35491
H  -5.17103  0.98311  -1.96476
H  -0.41058  -1.24610  1.79441
H  0.38989  2.62559  -3.85895
H  -1.48773  -2.56153  2.34802
H  1.46988  -7.55610  1.68348
H  1.09400  -5.67192  0.02331
H  1.89807  -5.98082  2.36949
H  -1.29678  -2.23050  0.59125
H  1.71595  3.30103  -1.53981
H  1.29167  0.21019  3.61034
H  -0.37205  -6.57176  0.40547
H  4.52993  3.57268  2.09830
H  -1.11851  3.46933  -4.29310
H  -0.34616  1.35779  1.53406
H  1.47526  4.40441  1.85053
H  3.56216  4.68149  1.28128
H  0.37025  -6.73396  2.81951
H  -0.37637  -0.13978  3.96095
H  -1.12564  1.93498  3.15299
H  -5.81511  0.44300  -3.54445
H  -5.40742  2.16635  -3.29755
H  3.18704  0.07820  -0.88570
H  -1.06478  2.67704  -1.89013
H  3.19616  1.78333  1.89729
H  0.56198  3.17754  0.75104
H  -0.97041  1.00903  -2.45043
H  -0.85533  1.80760  -4.81591

- The lowest M belongs to which entry?
  C9H26MgN2O7

- Which value of charge does entry 1 give?
  +2

- Look up the M of the first one.
  543.48 g/mol

- What is the formula in the second record?
  C9H26MgN2O7